Entry 1:
The following is a DFT calculation (ωB97M-V/def2-TZVPD) of a structure of composition C14H27F11N2O5PS2TeZn.

```
64
Properties=species:S:1:pos:R:3:mulliken_charge:R:1
Zn -1.309 -1.439 0.280 0.324
F -4.713 -0.459 -3.567 -0.210
C -4.100 -1.645 -3.494 0.382
F -4.082 -2.186 -4.711 -0.217
F -4.786 -2.432 -2.678 -0.195
S -2.385 -1.369 -2.886 1.421
O -2.563 -0.758 -1.579 -0.584
O -1.737 -0.569 -3.885 -0.681
N -1.927 -2.877 -2.838 -0.589
S -0.461 -3.220 -2.415 1.233
O -0.294 -4.605 -2.135 -0.689
O 0.077 -2.230 -1.492 -0.245
C 0.588 -2.950 -3.948 0.480
F 1.261 -1.804 -3.869 -0.203
F 1.470 -3.944 -4.067 -0.235
F -0.165 -2.930 -5.044 -0.222
C 0.062 1.384 3.702 -1.748
C 0.349 2.229 2.447 1.936
C 1.524 3.168 2.738 -1.853
C -0.908 3.080 2.218 -1.889
P 0.525 1.057 0.967 1.541
N -0.567 -0.021 1.140 -0.399
C 0.339 2.103 -0.612 2.336
C 0.855 1.292 -1.810 -2.109
C -1.170 2.337 -0.853 -1.702
C 1.063 3.455 -0.623 -2.046
C 2.272 0.322 1.007 2.297
C 2.289 -0.941 0.133 -1.978
C 3.416 1.244 0.574 -1.938
C 2.553 -0.172 2.434 -2.013
H -0.430 2.017 4.446 0.530
H 0.968 0.991 4.157 0.329
H -0.599 0.552 3.457 0.272
H 1.251 3.811 3.582 0.531
H 1.767 3.818 1.899 0.249
H 2.426 2.630 3.025 0.253
H -1.123 3.634 3.137 0.645
H -1.768 2.450 1.989 0.268
H -0.787 3.809 1.420 0.243
H 0.399 0.307 -1.866 0.322
H 1.938 1.177 -1.805 0.203
H 0.587 1.826 -2.725 0.669
H -1.778 1.559 -0.396 0.193
H -1.375 2.315 -1.926 0.494
H -1.496 3.304 -0.474 0.298
H 2.135 3.364 -0.454 0.251
H 0.658 4.152 0.109 0.353
H 0.924 3.909 -1.610 0.527
H 2.142 -0.746 -0.925 0.224
H 1.524 -1.647 0.452 0.143
H 3.263 -1.425 0.253 0.561
H 3.380 1.475 -0.490 0.303
H 4.365 0.730 0.761 0.521
H 3.439 2.183 1.126 0.237
H 1.720 -0.764 2.814 0.354
H 2.759 0.638 3.132 0.299
H 3.439 -0.813 2.407 0.597
F -2.967 -5.094 -0.308 -0.443
Te -2.487 -4.269 1.286 2.182
F -0.634 -3.868 1.084 -0.555
F -2.230 -3.838 3.086 -0.418
F -1.849 -5.956 1.717 -0.405
F -4.200 -4.734 1.847 -0.415
O -2.837 -2.615 0.653 -1.020
```

Properties
- Kohn-Sham gap (eV) = 7.744
- charge = -1
- LUMO level (eV) = 2.09
- multiplicity = 1

***

Entry 2:
The following is a DFT calculation (ωB97M-V/def2-TZVPD) of the molecule C18H15N3O2.

```
38
Properties=species:S:1:pos:R:3:mulliken_charge:R:1
O -4.714 -2.085 -1.465 -0.572
C -3.846 -2.293 -0.651 0.140
O -3.822 -3.433 0.073 -0.459
C -2.748 -1.375 -0.357 -0.244
C -1.749 -1.680 0.483 -0.575
C -0.615 -0.854 0.788 0.752
C 0.596 -1.324 1.284 -0.854
N 1.435 -0.282 1.356 0.837
C 2.825 -0.285 1.736 -1.264
C 3.712 -0.328 0.514 0.926
C 4.566 0.724 0.220 -0.527
C 5.364 0.683 -0.910 -0.535
C 5.307 -0.407 -1.762 -0.405
C 4.450 -1.457 -1.478 -0.617
C 3.658 -1.418 -0.346 -0.194
N 0.860 0.844 0.948 -1.013
C -0.382 0.541 0.604 0.333
C -1.297 1.596 0.190 0.385
C -0.870 2.613 -0.662 -0.408
C -1.759 3.616 -1.007 -0.478
C -3.041 3.571 -0.479 -0.304
N -3.448 2.626 0.353 -0.649
C -2.602 1.670 0.679 -0.263
H -4.579 -3.982 -0.179 0.339
H -2.793 -0.436 -0.886 0.532
H -1.746 -2.657 0.951 0.415
H 0.886 -2.315 1.571 0.472
H 3.018 0.627 2.305 0.407
H 3.005 -1.157 2.372 0.313
H 4.607 1.580 0.879 0.318
H 6.028 1.506 -1.128 0.372
H 5.927 -0.438 -2.645 0.379
H 4.398 -2.308 -2.141 0.379
H 2.989 -2.240 -0.130 0.315
H 0.141 2.600 -1.040 0.474
H -1.465 4.414 -1.670 0.383
H -3.778 4.324 -0.725 0.372
H -2.975 0.929 1.375 0.516
```

Properties
- Kohn-Sham gap (eV) = 8.864
- charge = 0
- LUMO level (eV) = 0.26
- multiplicity = 1

***

Entry 3:
The following is a DFT calculation (ωB97M-V/def2-TZVPD) of a cluster of 2 separate species, C3H8OS2 in total.

```
14
Properties=species:S:1:pos:R:3:mulliken_charge:R:1
C -1.162 0.719 0.990 -0.646
C 1.779 -1.246 0.334 -0.701
C -0.855 1.415 -0.276 -0.900
O -0.923 -0.626 -2.845 -0.452
S 0.269 -1.859 -0.473 -0.103
S 0.156 -0.327 -1.917 0.398
H -1.429 -0.328 0.817 0.236
H -0.324 0.750 1.682 0.196
H -2.029 1.183 1.468 0.317
H 2.257 -0.523 -0.316 0.291
H 2.437 -2.095 0.499 0.324
H 1.523 -0.792 1.285 0.227
H -0.022 2.094 -0.314 0.400
H -1.676 1.636 -0.936 0.412
```

Properties
- Kohn-Sham gap (alpha / beta) (eV) = 6.967 / 8.113
- ⟨S²⟩ = 2.008
- charge = 0
- LUMO level (alpha / beta) (eV) = 0.41 / -1.43
- multiplicity = 3

***

Entry 4:
The following is a DFT calculation (ωB97M-V/def2-TZVPD) of a structure of composition C3H7FIO6S3.

```
21
Properties=species:S:1:pos:R:3:mulliken_charge:R:1
C 1.892 -1.212 1.388 -0.847
S 0.887 -0.053 2.284 1.096
O 0.437 -0.703 3.470 -0.584
O 1.561 1.187 2.438 -0.567
S -0.809 0.211 1.028 -0.185
I -1.225 2.819 1.151 -0.409
S -2.259 -1.329 1.812 0.962
O -2.990 -1.720 0.644 -0.614
O -3.070 -0.742 2.821 -0.551
F -1.668 -2.746 2.441 -0.268
H 2.473 -0.696 0.635 0.298
H 2.522 -1.693 2.126 0.350
H 1.227 -1.913 0.900 0.327
O 1.135 0.039 -1.926 -0.350
C 1.054 0.830 -2.848 -0.226
C -0.782 1.315 -2.934 0.175
O -0.880 2.097 -3.867 -0.446
H 1.213 0.477 -3.883 0.289
H 1.522 1.826 -2.754 0.287
H -0.952 1.672 -1.905 -0.006
H -1.287 0.333 -3.023 0.270
```

Properties
- Kohn-Sham gap (eV) = 4.469
- charge = -1
- LUMO level (eV) = 0.51
- multiplicity = 1

***

Entry 5:
The following is a DFT calculation (ωB97M-V/def2-TZVPD) of a structure of composition C24H26CdCl2NO3.

```
57
Properties=species:S:1:pos:R:3:mulliken_charge:R:1
C -1.719 1.631 0.148 -0.513
C -0.470 2.227 -0.230 -0.753
C -0.086 1.722 -1.478 0.270
H 0.096 2.948 0.363 0.399
C -1.041 0.699 -1.891 -0.893
C -2.090 0.728 -0.866 -0.771
H -1.259 0.571 -2.967 0.764
C 0.931 -0.253 2.295 -0.527
C 1.301 1.117 2.338 -0.884
C 2.392 1.309 1.445 -0.911
H 0.811 1.852 2.954 0.452
C 2.737 0.037 0.865 -0.274
C 1.816 -0.913 1.420 -1.176
H 0.697 2.132 -2.104 0.350
H -3.039 0.193 -0.941 0.487
H -2.269 1.851 1.054 0.382
H 1.616 -1.915 1.089 0.592
H 2.825 2.294 1.217 0.378
H 0.047 -0.675 2.741 0.489
Cd -0.501 -1.721 -1.854 0.741
C 3.449 -0.247 -0.460 2.579
C 4.495 -1.366 -0.372 -1.855
C 4.136 0.990 -1.053 -1.955
H 5.199 -1.230 0.460 0.397
H 5.077 -1.398 -1.303 0.415
H 4.049 -2.342 -0.228 0.369
H 4.901 1.416 -0.383 0.425
H 3.435 1.794 -1.302 0.352
H 4.639 0.769 -2.010 0.404
C 2.228 -0.571 -1.429 1.684
C 2.333 -1.336 -2.733 -0.157
H 1.740 0.399 -1.669 -1.036
H 1.461 -1.160 -0.847 -0.300
O 1.599 -2.416 -2.786 -0.806
N 2.811 -0.582 -3.834 0.020
C 1.681 -0.062 -4.701 -0.883
H 3.473 -1.152 -4.382 0.318
C 1.447 1.425 -4.614 0.717
C 0.203 1.949 -5.023 -0.219
H -0.589 1.282 -5.392 0.347
C -0.063 3.317 -4.949 -0.618
H -1.065 3.729 -5.164 0.345
C 0.970 4.203 -4.576 -0.412
H 0.787 5.285 -4.567 0.347
C 2.253 3.703 -4.280 -0.571
H 3.072 4.388 -4.031 0.371
C 2.477 2.317 -4.302 -0.121
H 3.467 1.916 -4.100 0.303
H 0.714 -0.599 -4.469 0.090
H 1.968 -0.346 -5.740 0.426
Cl -2.189 -3.941 2.665 -0.157
C -2.597 -3.899 0.934 -0.035
Cl -4.186 -3.171 0.534 -0.181
C -1.569 -2.997 0.235 0.813
O -1.025 -3.556 -0.817 -0.880
O -1.352 -1.829 0.635 -0.438
H -2.595 -4.919 0.528 0.300
```

Properties
- Kohn-Sham gap (alpha / beta) (eV) = 4.386 / 4.387
- charge = -1
- LUMO level (alpha / beta) (eV) = 1.72 / 1.72
- multiplicity = 1

***

Entry 6:
The following is a DFT calculation (ωB97M-V/def2-TZVPD) of a cluster of 2 separate species, C29H64N2O6P in total.

```
102
Properties=species:S:1:pos:R:3:mulliken_charge:R:1
C 10.315 -4.007 -0.835 -1.025
C 11.464 -3.201 -1.468 -0.636
C 11.047 -1.777 -1.844 -0.552
C 10.815 -0.875 -0.621 -0.865
C 9.362 -0.678 -0.194 -0.681
C 8.485 0.008 -1.236 -0.386
C 7.006 -0.013 -0.858 -0.826
C 6.137 0.911 -1.738 -0.549
C 5.314 1.895 -0.908 -0.411
C 4.543 2.916 -1.750 -1.197
C 3.258 2.356 -2.345 -0.747
C 2.177 2.057 -1.290 -0.599
C 0.777 2.440 -1.754 -0.934
C -0.277 2.265 -0.638 -1.139
C -1.652 1.769 -1.130 -0.198
C -2.808 2.720 -0.779 -1.141
N -4.062 2.039 -0.314 0.575
N -4.995 3.104 -0.031 -0.821
C -3.858 1.231 0.933 -0.459
C -2.920 1.872 1.941 -1.185
C -4.563 1.150 -1.431 -0.959
C -5.968 0.567 -1.207 -0.171
C -6.008 -0.947 -1.478 -0.815
P -7.633 -1.576 -1.944 0.683
O -7.562 -2.962 -2.409 -0.760
O -8.051 -0.501 -3.045 -0.273
C -9.449 -0.289 -3.337 -0.292
C -10.151 -1.498 -3.916 -1.062
O -8.611 -1.275 -0.734 -0.305
C -9.081 -2.390 0.077 -0.321
C -10.594 -2.527 -0.045 -1.051
H 10.414 -5.076 -1.000 0.351
H 9.358 -3.689 -1.251 0.245
H 10.263 -3.818 0.237 0.259
H 11.820 -3.729 -2.353 0.379
H 12.287 -3.161 -0.753 0.351
H 10.144 -1.863 -2.450 0.277
H 11.810 -1.346 -2.492 0.300
H 11.253 0.109 -0.801 0.392
H 11.375 -1.302 0.214 0.443
H 9.359 -0.063 0.709 0.398
H 8.899 -1.627 0.087 0.323
H 8.797 1.050 -1.343 0.258
H 8.594 -0.463 -2.214 0.219
H 6.910 0.300 0.185 0.323
H 6.618 -1.032 -0.908 0.352
H 5.472 0.319 -2.370 0.283
H 6.788 1.474 -2.410 0.314
H 5.995 2.429 -0.242 0.397
H 4.627 1.328 -0.275 0.302
H 5.196 3.238 -2.566 0.432
H 4.340 3.810 -1.158 0.377
H 2.848 3.058 -3.075 0.551
H 3.487 1.443 -2.896 0.303
H 2.406 2.589 -0.364 0.419
H 2.172 0.990 -1.060 0.359
H 0.786 3.489 -2.053 0.290
H 0.485 1.857 -2.628 0.346
H -0.389 3.231 -0.141 0.481
H 0.110 1.586 0.122 0.449
H -1.829 0.771 -0.728 0.317
H -1.629 1.648 -2.211 0.530
H -2.509 3.452 -0.039 0.625
H -3.101 3.273 -1.670 0.527
H -5.442 3.386 -0.893 0.290
H -5.692 2.774 0.622 0.304
H -3.472 0.263 0.626 0.404
H -4.824 1.053 1.400 0.568
H -1.885 1.803 1.611 0.185
H -3.149 2.921 2.114 0.386
H -2.987 1.318 2.873 0.246
H -4.518 1.731 -2.349 0.397
H -3.857 0.330 -1.539 0.525
H -6.307 0.748 -0.188 0.189
H -6.668 1.070 -1.869 0.448
H -5.674 -1.508 -0.605 0.337
H -5.361 -1.187 -2.322 0.428
H -9.975 0.082 -2.459 0.297
H -9.466 0.509 -4.076 0.336
H -9.784 -1.736 -4.911 0.325
H -10.076 -2.381 -3.286 0.282
H -11.210 -1.250 -4.007 0.374
H -8.556 -3.302 -0.188 0.392
H -8.819 -2.139 1.103 0.315
H -10.898 -3.478 -0.472 0.323
H -11.060 -2.439 0.935 0.330
H -10.992 -1.713 -0.648 0.245
C -2.212 -1.130 4.878 -1.106
C -0.761 -1.463 4.601 -0.206
O 0.124 -0.667 5.395 -0.351
C 0.268 -1.079 6.660 0.777
O -0.255 -2.046 7.144 -0.544
O 1.103 -0.248 7.270 -0.344
C 1.343 -0.555 8.649 -0.637
H -2.384 -0.058 4.760 0.266
H -2.864 -1.673 4.192 0.341
H -2.488 -1.399 5.896 0.366
H -0.501 -1.226 3.570 0.280
H -0.559 -2.521 4.764 0.335
H 1.662 -1.588 8.766 0.304
H 0.445 -0.375 9.236 0.295
H 2.134 0.114 8.972 0.225
```

Properties
- Kohn-Sham gap (eV) = 9.375
- charge = +1
- LUMO level (eV) = -2.46
- multiplicity = 1

***

| no. | DFT total energy (eV) |
| --- | --- |
| 1 | -144740.86807 |
| 2 | -27474.60570 |
| 3 | -26954.93159 |
| 4 | -58830.22489 |
| 5 | -62549.08104 |
| 6 | -55661.05967 |